Record 1
Here is 9 unconnected molecules or ions with the total composition BH20O8 at a distorted geometry from the Open Molecules 2025 dataset. Energies are from ωB97M-V/def2-TZVPD.

Geometry as XYZ:
```
29
Properties=species:S:1:pos:R:3
B -0.5325 0.1038 -0.0054
H -0.3391 -0.8993 -0.5402
H -0.8902 -0.1962 1.0490
H 0.4964 0.6363 -0.0272
H -1.2650 0.7847 -0.5787
O -0.2136 3.1627 0.1888
H -1.1286 2.9788 -0.0414
H 0.2342 2.3121 0.0610
O 1.6527 -2.1404 0.5396
H 2.4829 -2.0646 0.0610
H 1.0801 -1.4463 0.1532
O 0.9157 0.2929 -2.7631
H 0.4897 0.0963 -1.9080
H 1.8598 0.2403 -2.5770
O -2.6326 -0.8594 -2.0277
H -2.2494 -0.2983 -1.3204
H -1.9483 -0.8831 -2.7034
O 3.1176 0.9331 -1.0478
H 3.7252 0.3390 -0.5940
H 3.4168 1.8169 -0.8088
O -3.0843 0.4299 2.0341
H -3.2271 -0.1538 2.7847
H -2.2368 0.1290 1.6450
O 1.2803 0.9293 3.0806
H 1.0000 0.4634 2.2809
H 1.0841 1.8539 2.8958
O -1.3662 -3.0607 0.1062
H -0.4920 -3.4075 -0.0962
H -1.2295 -2.0927 0.1593
```

Charge: -1
E, Ha: -638.77532
Relative energy (zero: lowest compared OMol25 entry of this formula, charge and spin), kcal per mole: 13.7
Maximum force, eV/Å: 1.613
HOMO level, eV: -6.987
HOMO-LUMO gap, eV: 9.48
Molar mass, Da: 158.96

***

Record 2
Here is 4 unconnected molecules or ions with the total composition C2H10O4 at a distorted geometry from the Open Molecules 2025 dataset. Energies are from ωB97M-V/def2-TZVPD.

Geometry as XYZ:
```
16
Properties=species:S:1:pos:R:3
O 0.2606 -0.0116 2.6719
C 0.6748 0.9729 2.1170
C 1.6932 0.9751 0.9972
H 0.1429 1.9262 2.2969
H 2.6226 1.2622 1.4965
H 1.7413 -0.0287 0.5811
H 1.3616 1.6413 0.2062
H -2.9364 0.8781 1.8041
H -2.8124 -0.3353 0.9631
O -3.1873 0.5378 0.9342
H -0.4961 -3.8128 -3.5598
H 0.0179 -2.3842 -3.6807
O 0.2486 -3.2649 -3.3811
H 1.4817 1.5868 -2.2777
H 0.6406 0.3084 -2.5107
O 0.6627 1.1523 -2.0083
```

Spin multiplicity: 2
Charge: -1
E, Ha: -383.09938
Relative energy (zero: lowest compared OMol25 entry of this formula, charge and spin), kcal per mole: 15.0
Maximum force, eV/Å: 1.571
HOMO level (alpha / beta), eV: 0.736 / -6.976
HOMO-LUMO gap (alpha / beta), eV: 2.62 / 10.25
<S²>: 0.750
Molar mass, Da: 98.10

***

Record 3
Here is a single C5H10O2 molecule at a distorted geometry from the Open Molecules 2025 dataset. Energies are from ωB97M-V/def2-TZVPD.

Geometry as XYZ:
```
17
Properties=species:S:1:pos:R:3
C 2.1151 0.2522 -0.7494
C 1.1279 -0.7915 -1.1668
C -0.0092 -0.1353 1.8037
O -0.2436 0.8113 0.7470
C -0.8539 0.2232 -0.3145
C -2.3499 0.1531 -0.3351
O -0.1837 -0.5777 -1.0691
H 1.9501 1.2184 -1.2643
H 3.1097 -0.1102 -1.0269
H 2.1207 0.4784 0.3231
H 1.3231 -1.4265 -2.0250
H 0.7520 -0.8597 1.4912
H 0.3294 0.4405 2.6683
H -0.9281 -0.6673 2.0473
H -2.7645 1.1662 -0.3010
H -2.6847 -0.3355 -1.2531
H -2.7771 -0.3997 0.5203
```

Charge: 0
E, Ha: -346.85372
Relative energy (zero: lowest compared OMol25 entry of this formula, charge and spin), kcal per mole: 107.8
Maximum force, eV/Å: 1.197
HOMO level (alpha / beta), eV: -6.987 / -6.623
HOMO-LUMO gap (alpha / beta), eV: 7.99 / 7.59
Molar mass, Da: 102.13

***

Record 4
Here is a molecular structure, C46H78F30N9O21S10 at a distorted geometry from the Open Molecules 2025 dataset. Energies are from ωB97M-V/def2-TZVPD.

Geometry as XYZ:
```
194
Properties=species:S:1:pos:R:3
C -3.3953 -1.0172 -4.9006
C -3.8145 -1.6275 -3.5170
C -3.5212 -3.1312 -3.4582
N -4.3428 -3.9804 -2.5900
C -4.2905 -3.2989 -1.2397
C -4.9622 -4.0604 -0.1360
C -4.6191 -5.5233 -0.0314
C -4.5351 -6.1648 -1.3741
C -3.7362 -5.3633 -2.3628
C -5.6990 -4.0369 -3.2664
H -3.5481 0.0774 -4.9048
H -3.9713 -1.4576 -5.7184
H -2.3255 -1.1640 -5.1433
H -4.8266 -1.3972 -3.2484
H -3.2553 -1.1525 -2.6999
H -2.5092 -3.3620 -3.0641
H -3.5815 -3.5629 -4.4364
H -3.2189 -3.1637 -1.1269
H -4.7731 -2.3386 -1.3662
H -4.6183 -3.4788 0.7455
H -6.0086 -3.9284 -0.1275
H -3.6443 -5.6287 0.4370
H -5.3619 -5.9789 0.5780
H -4.0443 -7.1451 -1.2722
H -5.4819 -6.3051 -1.8883
H -2.7064 -5.1813 -2.0610
H -3.8238 -5.8916 -3.3514
H -5.4822 -4.0854 -4.3396
H -6.2784 -3.1475 -3.0473
H -6.2150 -4.9160 -2.7997
C -2.0193 -0.9665 1.2138
C -0.9494 -0.5788 0.1221
C -0.8197 0.9192 0.0666
N -0.0469 1.3774 -1.1081
C -0.0172 2.8445 -0.9029
C 0.9392 3.5341 -1.8278
C 2.3083 2.9744 -1.6630
C 2.3479 1.4789 -1.9100
C 1.3419 0.8116 -0.9853
C -0.6707 1.0344 -2.4245
H -2.1960 -2.0342 1.3735
H -2.8810 -0.3765 0.9786
H -1.7140 -0.5325 2.1856
H -1.0948 -1.0122 -0.8662
H 0.0073 -0.9099 0.5504
H -0.2357 1.2635 0.9433
H -1.7409 1.4205 -0.0450
H 0.3597 2.9896 0.1464
H -1.0287 3.1852 -0.8386
H 0.9678 4.5769 -1.5067
H 0.6459 3.5854 -2.9091
H 2.6880 3.1797 -0.6662
H 2.9329 3.5175 -2.3494
H 3.3662 1.1512 -1.7917
H 2.1561 1.2130 -2.9669
H 1.6341 0.7869 0.0642
H 1.2657 -0.2114 -1.2726
H -1.7404 1.0988 -2.3307
H -0.3275 0.0568 -2.7030
H -0.3733 1.7723 -3.1223
C 6.5448 -3.6783 -2.7368
C 5.9703 -2.5831 -1.8132
C 5.2457 -3.2291 -0.6489
N 4.7679 -2.3238 0.4861
C 4.3657 -3.1629 1.5834
C 3.9668 -2.3330 2.7596
C 5.0428 -1.4382 3.3033
C 5.6591 -0.5807 2.1956
C 5.9139 -1.4162 0.9896
C 3.6751 -1.4294 0.0177
H 5.8670 -4.5482 -2.9363
H 7.4599 -4.1023 -2.3274
H 6.9072 -3.3538 -3.6805
H 5.2744 -1.9907 -2.3386
H 6.8037 -2.0047 -1.4814
H 5.9191 -3.8736 -0.1390
H 4.3948 -3.7247 -1.0159
H 5.2126 -3.8721 1.7777
H 3.4581 -3.7020 1.2468
H 3.6540 -3.0614 3.5027
H 3.0541 -1.7551 2.5477
H 5.8511 -2.0425 3.7652
H 4.5404 -0.8923 4.0972
H 6.5634 -0.1317 2.5982
H 4.9090 0.1658 1.8990
H 6.7032 -2.1755 1.1781
H 6.3927 -0.8521 0.2121
H 4.0899 -0.9209 -0.8249
H 3.2636 -0.6562 0.6781
H 2.8636 -2.0923 -0.3425
C -3.0870 4.8236 7.1442
C -2.2226 3.7503 6.5820
C -2.6454 2.3334 7.0589
C -3.8770 1.6985 6.4451
C -3.6658 1.7406 4.8850
C -3.4849 3.1040 4.2114
N -2.5242 3.9238 5.1052
O -1.8723 4.7646 4.4746
C -4.7789 3.9025 4.2586
C -2.9123 2.9396 2.8709
C -0.7643 3.9036 6.8369
H -2.5951 5.7745 6.9734
H -3.1963 4.7955 8.2617
H -4.1023 4.7427 6.8133
H -2.8349 2.5066 8.1180
H -1.8038 1.6170 6.9437
H -4.8517 2.0441 6.8297
H -3.8370 0.6340 6.6630
H -4.3999 1.2069 4.2759
H -2.7646 1.1750 4.7307
H -4.6316 4.9488 4.0236
H -5.4455 3.6962 5.0537
H -5.3479 3.7234 3.3103
H -2.9800 3.8027 2.2213
H -3.5369 2.3662 2.2529
H -1.9291 2.4113 2.8943
H -0.5013 4.9752 6.7048
H -0.2133 3.3526 6.1042
H -0.7012 3.6949 7.8734
C -2.6517 3.9243 -4.5252
F -3.1495 2.7317 -4.8264
F -3.6054 4.8089 -4.7847
F -2.4611 3.9526 -3.1972
S -1.1364 4.2722 -5.5198
O -1.6471 4.5219 -6.8767
O -0.5258 5.3576 -4.8263
N -0.3320 2.9211 -5.2509
S 0.3256 1.6950 -5.9163
O 1.6967 1.9112 -6.2540
O -0.1092 0.5083 -5.2102
C -0.4677 1.4911 -7.6007
F -1.7766 1.6111 -7.4870
F 0.0374 2.3890 -8.4637
F -0.1503 0.2208 -8.0344
C 0.7736 -4.6408 0.7131
F 2.0529 -5.1969 0.5554
F 0.1002 -5.2357 1.6897
F 0.9752 -3.3520 1.1421
S -0.1365 -4.4329 -0.9445
O -0.6799 -5.7358 -1.3167
O -1.1297 -3.3710 -0.6328
N 0.9847 -3.8651 -1.8786
S 1.8544 -4.6257 -2.9137
O 3.2192 -4.6065 -2.4422
O 1.2752 -5.8561 -3.3591
C 1.7945 -3.3891 -4.4001
F 1.0162 -2.3603 -4.1068
F 3.0304 -2.8643 -4.7182
F 1.2712 -3.9066 -5.5379
C 2.7935 4.0231 4.1007
F 2.7489 5.2360 3.5053
F 4.0786 3.5583 4.1610
F 2.4268 4.1976 5.4040
S 1.5349 2.8505 3.2376
O 0.4201 3.6256 2.8317
O 2.2925 2.1555 2.2289
N 1.0173 1.8608 4.3978
S 1.5912 0.3476 4.6221
O 1.1444 -0.5588 3.6240
O 3.0150 0.2773 4.9436
C 0.6105 -0.1368 6.1890
F 1.0278 -1.3635 6.5643
F 0.7099 0.7438 7.1543
F -0.6771 -0.2051 5.8400
C 7.5721 2.6379 -2.5813
F 8.6106 2.0242 -3.1993
F 8.1386 3.4765 -1.6686
F 6.8034 3.2484 -3.3884
S 6.7539 1.3878 -1.3809
O 5.8489 2.1586 -0.5932
O 6.2448 0.3613 -2.2356
N 7.9615 0.9170 -0.5202
S 9.0934 -0.1673 -0.8064
O 8.9946 -1.1851 0.1513
O 9.3797 -0.5197 -2.1321
C 10.5208 0.8217 -0.2280
F 10.9545 1.7476 -1.1336
F 10.3637 1.3576 0.9603
F 11.6204 0.0177 -0.0754
C -7.6932 -0.7491 0.0781
F -7.4171 -2.0040 0.2962
F -8.8616 -0.5881 -0.5618
F -7.6975 -0.1424 1.2820
S -6.3886 0.0853 -0.9930
O -5.0139 -0.2833 -0.6545
O -6.7812 -0.3517 -2.2842
N -6.7453 1.5861 -0.5251
S -5.7165 2.6431 -0.1695
O -5.9307 3.2627 1.0872
O -4.3485 2.3620 -0.3959
C -6.1434 3.9912 -1.3929
F -7.1225 4.8442 -0.9430
F -5.0078 4.7492 -1.5551
F -6.5179 3.4912 -2.5339
```

Charge: -1
E, Ha: -10850.08512
Maximum force, eV/Å: 5.311
HOMO level, eV: -7.659
HOMO-LUMO gap, eV: 5.58
Molar mass, Da: 1983.78

***

Record 5
Here is a single C15H21N5O2 molecule at a distorted geometry from the Open Molecules 2025 dataset. Energies are from ωB97M-V/def2-TZVPD.

Geometry as XYZ:
```
43
Properties=species:S:1:pos:R:3
C -2.0883 -0.5579 -1.9059
C -1.2165 -1.0912 -3.0357
H -1.3914 -0.5113 -3.9434
H -1.4719 -2.1314 -3.2481
C 0.2752 -1.0054 -2.6997
N 0.6450 -1.9704 -1.7089
N 1.3725 -3.0220 -1.9570
N 1.5000 -3.6765 -0.8549
C 0.8174 -2.9798 0.0792
N 0.2697 -1.8891 -0.4451
N 0.7493 -3.4096 1.3719
C -0.0498 -2.9667 2.4063
O -0.1059 -3.6029 3.4323
C -0.8025 -1.7094 2.1538
C -0.1198 -0.5382 1.8454
C -0.8316 0.6221 1.5707
C -2.2267 0.6033 1.6494
C -2.8919 -0.5540 1.9931
C -2.1860 -1.7197 2.2462
H -2.6978 -2.6336 2.5045
H -3.9694 -0.5532 2.0573
H -2.7630 1.5143 1.4354
O -0.2740 1.8038 1.2050
C 1.1241 1.8665 1.0086
C 1.4576 3.2324 0.4033
C 0.8851 3.3363 -1.0079
H 1.0354 4.3361 -1.4069
H -0.1809 3.1246 -0.9932
H 1.3767 2.6252 -1.6700
C 2.9671 3.4530 0.3992
H 3.3665 3.4211 1.4101
H 3.2031 4.4221 -0.0326
H 3.4627 2.6846 -0.1910
H 0.9825 3.9922 1.0312
H 1.6451 1.7421 1.9681
H 1.4485 1.0674 0.3277
H 0.9579 -0.5524 1.8219
H 1.2482 -4.2764 1.5417
H 0.5082 -0.0090 -2.3144
H 0.8873 -1.2208 -3.5775
H -1.8878 0.4973 -1.7362
H -3.1398 -0.6730 -2.1548
H -1.8902 -1.0906 -0.9792
```

Charge: 0
E, Ha: -1008.43140
Relative energy (zero: lowest compared OMol25 entry of this formula, charge and spin), kcal per mole: 44.1
Maximum force, eV/Å: 1.483
HOMO level, eV: -8.722
HOMO-LUMO gap, eV: 9.37
Molar mass, Da: 303.37